{
  "formula": "C40H90F8K2N9O16S8",
  "method": "ωB97M-V with the def2-TZVPD basis set",
  "elements": ["K", "K", "C", "C", "C", "N", "C", "C", "C", "C", "C", "H", "H", "H", "H", "H", "H", "H", "H", "H", "H", "H", "H", "H", "H", "H", "H", "H", "H", "C", "C", "C", "N", "C", "C", "C", "C", "C", "H", "H", "H", "H", "H", "H", "H", "H", "H", "H", "H", "H", "H", "H", "H", "H", "H", "H", "C", "C", "C", "N", "C", "C", "C", "C", "C", "H", "H", "H", "H", "H", "H", "H", "H", "H", "H", "H", "H", "H", "H", "H", "H", "H", "H", "C", "C", "C", "N", "C", "C", "C", "C", "C", "H", "H", "H", "H", "H", "H", "H", "H", "H", "H", "H", "H", "H", "H", "H", "H", "H", "H", "C", "C", "C", "N", "C", "C", "C", "C", "C", "H", "H", "H", "H", "H", "H", "H", "H", "H", "H", "H", "H", "H", "H", "H", "H", "H", "H", "N", "S", "O", "O", "F", "S", "O", "O", "F", "N", "S", "O", "O", "F", "S", "O", "O", "F", "N", "S", "O", "O", "F", "S", "O", "O", "F", "N", "S", "O", "O", "F", "S", "O", "O", "F"],
  "coordinates": [[2.0552, 3.1054, -2.1188], [-0.5083, 3.6108, -0.0097], [-0.5355, -4.0161, -3.9796], [0.9059, -3.5520, -4.1617], [1.7010, -3.8111, -2.9047], [3.1541, -3.4538, -3.0198], [3.8577, -4.4107, -3.9600], [3.8514, -3.5694, -1.6858], [5.1544, -2.7733, -1.8512], [4.8353, -1.7122, -2.9167], [3.4308, -2.0216, -3.3957], [-1.0743, -3.3360, -3.3179], [-0.5524, -4.9809, -3.4656], [-1.0724, -4.0897, -4.9198], [0.9143, -2.4865, -4.4062], [1.3635, -4.0451, -5.0239], [1.6695, -4.8665, -2.6437], [1.3228, -3.1347, -2.1366], [3.1961, -4.7772, -4.7297], [4.2478, -5.2231, -3.3573], [4.7151, -3.8641, -4.3413], [4.0423, -4.6101, -1.4366], [3.1879, -3.1994, -0.9035], [5.9055, -3.4932, -2.1749], [5.4840, -2.3569, -0.9053], [5.6086, -1.6024, -3.6745], [4.8045, -0.7285, -2.4440], [3.2303, -1.9552, -4.4607], [2.7429, -1.4360, -2.7875], [2.9828, 1.5659, 4.0884], [4.2832, 2.2987, 4.4499], [5.4806, 1.7529, 3.7251], [6.7523, 1.9056, 4.5142], [7.0963, 3.3582, 4.5968], [7.9072, 1.2404, 3.8119], [9.0232, 1.0615, 4.8559], [8.2847, 1.0456, 6.1916], [6.8096, 1.1945, 5.8433], [2.8725, 1.5123, 3.0008], [2.1479, 2.1664, 4.4357], [2.9676, 0.5324, 4.4419], [4.3457, 2.3957, 5.5375], [4.0594, 3.3403, 4.1907], [5.6345, 2.2102, 2.7509], [5.4342, 0.6631, 3.6442], [8.0217, 3.5625, 5.1248], [6.2508, 3.7972, 5.1207], [7.1685, 3.7609, 3.5911], [8.2546, 1.8398, 2.9709], [7.5541, 0.3027, 3.3776], [9.7277, 1.8770, 4.7170], [9.5326, 0.1453, 4.5637], [8.6168, 1.8315, 6.8656], [8.3618, 0.1128, 6.7494], [6.2116, 1.7364, 6.5723], [6.3002, 0.2476, 5.6584], [-8.0653, 0.5663, 2.7009], [-7.0131, -0.2753, 1.9735], [-6.3803, 0.4930, 0.8372], [-5.3653, -0.3055, 0.0653], [-5.1822, 0.4375, -1.2296], [-3.9873, -0.3112, 0.7441], [-3.4300, -1.6858, 0.4927], [-4.6486, -2.5890, 0.5520], [-5.6672, -1.7528, -0.2263], [-7.6472, 1.4458, 3.1911], [-8.6558, 0.0117, 3.4238], [-8.7544, 0.9191, 1.9259], [-7.5323, -1.1703, 1.6123], [-6.2610, -0.6845, 2.6612], [-5.7769, 1.3022, 1.2516], [-7.1448, 0.8421, 0.1492], [-4.9706, 1.4851, -1.0586], [-6.0360, 0.1776, -1.8585], [-4.3708, -0.0433, -1.7788], [-3.4530, 0.5523, 0.3833], [-4.2701, -0.1957, 1.7887], [-2.8399, -1.7675, -0.4223], [-2.6498, -1.8567, 1.2424], [-4.4868, -3.4894, -0.0431], [-4.9142, -2.9016, 1.5591], [-5.5229, -1.9156, -1.2906], [-6.7000, -1.9723, 0.0207], [-3.5395, -1.4810, -4.3074], [-2.9615, -1.3692, -5.6927], [-2.2125, -0.0591, -5.8498], [-1.5847, 0.1571, -7.1943], [-2.6461, 0.0575, -8.2439], [-0.4638, -0.8264, -7.4722], [0.5089, -0.0986, -8.4026], [-0.0140, 1.3327, -8.5335], [-0.8946, 1.4839, -7.3034], [-2.8712, -1.6413, -3.4642], [-4.2313, -2.3308, -4.3244], [-4.2059, -0.6420, -4.0927], [-3.7779, -1.4301, -6.4137], [-2.3224, -2.2206, -5.9382], [-1.3755, -0.0655, -5.1527], [-2.8541, 0.8062, -5.6856], [-3.5121, 0.5897, -7.8648], [-2.8914, -0.9952, -8.3392], [-2.2633, 0.4311, -9.1835], [-0.9464, -1.7368, -7.8054], [0.0143, -0.9191, -6.4973], [0.6394, -0.6067, -9.3563], [1.5070, -0.0981, -7.9666], [-0.5062, 1.5309, -9.4776], [0.7540, 2.0814, -8.3439], [-1.6898, 2.2281, -7.2468], [-0.3291, 1.6409, -6.3817], [1.5477, -2.2782, 3.1602], [0.1270, -2.6254, 3.6386], [-0.2830, -2.0032, 4.9546], [-1.6035, -2.5320, 5.4727], [-1.5393, -3.9995, 5.6998], [-2.7086, -2.0896, 4.5198], [-3.8602, -1.6741, 5.4276], [-3.1226, -0.9403, 6.5351], [-1.9646, -1.8742, 6.8193], [2.3092, -2.7421, 3.7915], [1.6955, -1.1996, 3.0853], [1.7324, -2.6879, 2.1653], [-0.0123, -3.7065, 3.6212], [-0.5344, -2.2214, 2.8628], [-0.3397, -0.9186, 4.8995], [0.4251, -2.2617, 5.7479], [-0.6776, -4.2542, 6.3005], [-1.5541, -4.4437, 4.7054], [-2.4879, -4.3179, 6.1247], [-2.9673, -2.9617, 3.9149], [-2.3590, -1.2908, 3.8728], [-4.3688, -2.5917, 5.7295], [-4.5496, -1.0076, 4.9118], [-3.7180, -0.8866, 7.4502], [-2.8323, 0.0736, 6.3215], [-2.2910, -2.6279, 7.5304], [-1.0634, -1.4228, 7.2291], [-1.9570, 3.0043, 2.1142], [-3.4137, 3.0949, 2.7328], [-3.6987, 4.1546, 3.6136], [-4.0158, 1.8132, 3.0062], [-4.1916, 3.4999, 1.4127], [-1.2005, 2.1409, 3.2865], [-0.7461, 0.8547, 2.8788], [-1.6374, 2.2398, 4.6243], [0.0839, 3.0518, 3.2495], [2.3974, 4.9095, -0.2304], [2.9485, 4.8412, 1.3780], [2.3721, 5.6216, 2.3925], [4.3279, 4.5207, 1.4634], [2.2026, 3.4428, 1.6472], [2.3025, 6.4593, -0.3373], [3.5094, 7.2097, -0.3098], [1.1309, 7.0588, 0.1866], [2.0103, 6.3721, -1.9114], [0.4323, 1.1197, -1.2348], [0.8222, -0.0583, -0.0875], [2.0649, -0.7020, -0.3295], [-0.2548, -0.7375, 0.5327], [1.1305, 1.0050, 1.0355], [-0.5980, 0.1928, -2.0372], [-1.9456, 0.2347, -1.6131], [-0.0683, -1.0228, -2.5802], [-0.6453, 1.1376, -3.3251], [-1.6496, 4.6503, -2.2847], [-1.2935, 4.8591, -3.9485], [-1.6625, 6.0811, -4.5033], [-1.3551, 3.6604, -4.7168], [0.2740, 5.0137, -3.6743], [-3.1218, 4.1035, -2.5122], [-3.2854, 2.7234, -2.8501], [-4.0447, 5.0614, -2.9941], [-3.5476, 4.0711, -0.9570]],
  "atomic_forces_ev_per_a": [[0.17, 0.47, -0.51], [-0.18, 0.55, 0.28], [0.07, -0.06, 0.63], [-0.02, 0.17, -0.73], [0.12, 0.84, -0.13], [0.69, -0.92, 0.26], [0.51, 0.59, 0.59], [0.06, 0.08, 0.64], [-0.37, -0.70, -0.11], [0.48, 0.67, 0.44], [-0.55, -0.38, -0.07], [0.03, 0.13, -0.11], [-0.09, -0.13, -0.32], [0.01, -0.08, -0.07], [0.00, 0.01, 0.17], [-0.13, -0.18, 0.07], [-0.10, 0.03, 0.32], [-0.17, -0.42, 0.31], [0.00, 0.13, -0.17], [-0.18, -0.26, -0.15], [-0.03, -0.19, -0.44], [-0.13, -0.10, -0.21], [-0.04, 0.41, -0.23], [0.25, 0.30, -0.12], [-0.02, 0.05, 0.03], [-0.15, -0.43, -0.22], [-0.03, -0.04, 0.01], [0.06, 0.43, -0.01], [-0.33, 0.04, -0.33], [0.47, -0.08, -0.55], [-1.62, 1.02, 0.05], [0.50, -0.82, 1.09], [1.78, 0.47, -0.81], [-0.82, 0.22, 0.51], [0.34, -0.12, -0.69], [-0.51, -0.16, -1.14], [-0.26, -0.28, 0.46], [-0.90, 0.47, -0.08], [0.05, 0.06, 0.06], [-0.19, -0.33, 0.23], [-0.15, 0.12, 0.31], [0.47, -0.64, 0.00], [0.53, -0.02, -0.39], [-0.01, 0.00, -0.05], [-0.43, 0.05, -0.36], [0.02, -0.32, 0.15], [0.22, 0.46, 0.01], [-0.12, -0.03, -0.06], [-0.29, 0.19, 0.03], [-0.08, -0.08, 0.35], [0.11, 0.01, 0.46], [0.18, -0.05, 0.50], [0.01, 0.08, -0.07], [0.36, 0.00, -0.10], [0.13, 0.08, 0.04], [0.21, -0.14, 0.08], [0.06, 0.40, -0.61], [-0.36, -0.80, 0.62], [0.32, -0.54, 0.90], [0.85, 0.58, -1.27], [0.01, -1.50, -0.81], [-1.46, -0.15, 0.52], [1.30, 0.21, 0.50], [0.31, -0.25, -1.06], [-0.48, -0.21, 0.63], [0.10, -0.06, -0.01], [0.16, -0.20, 0.03], [-0.12, 0.11, 0.26], [0.00, 0.16, -0.17], [0.07, 0.36, 0.01], [-0.36, 0.36, -0.17], [0.09, 0.13, -0.12], [-0.23, 0.13, -0.07], [-0.36, 0.82, 0.21], [0.39, 0.32, 0.36], [0.36, 0.09, 0.08], [0.61, 0.14, 0.15], [-0.53, 0.13, -0.33], [-0.31, -0.26, 0.21], [0.03, -0.16, 0.28], [-0.31, 0.33, 0.05], [0.02, 0.07, -0.04], [-0.05, 0.03, -0.09], [-1.40, -0.62, 0.30], [0.17, 0.17, -0.63], [0.55, -0.14, 0.01], [0.01, -0.48, -0.31], [0.20, -0.43, 0.40], [-0.32, 0.76, 0.64], [0.36, -0.39, -0.52], [0.25, 0.78, 1.03], [-1.06, -0.02, 0.42], [0.39, 0.23, -0.22], [0.18, -0.10, 0.14], [0.32, 0.24, 0.04], [-0.12, 0.10, 0.11], [0.17, 0.02, 0.20], [-0.15, 0.36, 0.15], [0.02, 0.00, 0.27], [-0.07, 0.25, -0.34], [-0.14, 0.01, -0.19], [-0.17, 0.15, -0.08], [0.45, -0.26, -0.10], [-0.07, -0.57, -0.02], [-0.26, 0.10, -0.10], [-0.06, 0.00, 0.15], [-0.07, 0.11, -0.01], [0.27, -0.09, -0.72], [0.23, 0.29, -0.52], [0.18, -0.22, -0.10], [-0.02, -0.27, 0.26], [-0.18, 0.43, -1.19], [0.64, -0.64, 0.82], [0.05, 1.03, 0.45], [-1.09, 0.02, -1.40], [-0.65, -1.01, -0.01], [0.45, 0.46, -0.75], [-0.46, -0.68, 1.26], [0.45, 0.45, 0.01], [-0.01, 0.28, 0.20], [0.02, -0.02, 0.19], [-0.28, 0.02, -0.03], [0.16, 0.03, 0.19], [-0.09, -0.11, 0.05], [-0.20, 0.09, -0.11], [0.13, 0.07, -0.11], [0.05, -0.09, 0.08], [0.57, -0.35, 0.21], [0.16, 0.05, 0.47], [0.09, 0.16, -0.15], [0.24, 0.17, 0.17], [-0.18, 0.30, 0.42], [-0.11, -0.17, -0.06], [-0.07, 0.09, -0.11], [0.18, 0.32, -0.61], [0.11, -0.34, -0.26], [-0.04, 0.15, -0.09], [0.03, -1.58, 2.03], [-3.73, 0.47, -1.25], [0.59, 0.43, 0.52], [0.54, -0.38, 0.24], [0.44, 0.03, -0.15], [2.06, 0.94, -0.76], [-0.16, -0.63, -0.56], [-0.88, 0.23, 0.74], [0.56, -0.19, -0.02], [1.14, -0.90, 4.03], [-0.17, -3.28, -0.34], [-0.48, 1.41, -0.01], [0.56, -0.14, -0.35], [0.16, -0.56, -0.31], [-1.08, 4.26, -4.08], [0.50, -0.68, 0.86], [-0.39, -0.48, 0.55], [-0.22, -0.07, -0.33], [-0.16, -3.42, 1.36], [1.04, 3.03, 2.67], [0.30, -0.43, -0.61], [-0.54, -1.04, -1.02], [0.84, 0.19, -0.35], [-1.54, 2.24, -3.74], [-0.23, -0.43, 0.75], [0.38, -0.45, 0.54], [0.35, -0.04, 0.13], [0.18, -0.43, -3.55], [2.53, -0.07, 2.05], [-0.72, 1.15, -0.47], [-0.23, -0.47, -0.23], [0.41, -0.19, 0.08], [-3.07, -0.28, 3.48], [0.43, -0.31, -0.49], [0.04, 0.16, -1.25], [0.78, -0.18, 0.05]],
  "energy_ha": -8458.22063,
  "max_force_ha_per_bohr": 0.1166,
  "charge": 3
}